[1]
The following is a quantum chemistry calculation of C26H24N4PReS as an isolated structure, from the Open Molecules 2025 dataset.

```
! wB97M-V def2-TZVPD RIJCOSX def2/J DEFGRID3
* xyz 3 4
H -2.26 -1.47 -1.18
C -0.33 -4.21 -1.54
C -1.48 -3.47 -1.36
H 0.41 -1.96 1.41
H 4.21 -1.46 -2.24
C -2.17 4.37 0.95
H 1.05 2.28 1.79
C 0.59 0.19 1.52
H 3.37 -1.86 -3.76
C -3.48 -0.87 1.20
H -0.40 4.17 -1.93
C 0.90 -2.17 -1.77
H -3.67 -0.80 0.13
H 4.07 -0.48 3.05
C -3.09 -0.97 3.95
C 1.05 -1.13 1.67
Re 0.02 0.69 -1.44
H -0.36 -5.29 -1.54
N 2.76 0.77 -2.74
P -1.04 0.44 0.82
C -0.85 3.82 -1.02
C 0.88 -3.54 -1.75
C -0.76 2.48 -0.60
C -1.37 2.16 0.64
C 1.41 1.26 1.90
C 2.66 1.01 2.45
C 2.27 1.87 -3.35
H -1.16 -0.11 3.58
C -2.08 -0.46 3.14
H 1.79 -4.11 -1.92
H -1.60 5.77 -0.57
N 3.07 2.65 -4.03
H 3.27 1.84 2.78
S 0.59 2.23 -3.22
N 1.83 -0.09 -2.18
H -5.05 -1.82 4.04
H 3.41 -3.01 -2.43
H 3.72 0.46 -2.84
C 3.10 -0.29 2.61
H 2.64 -2.38 2.37
C -4.47 -1.38 2.02
H -2.59 2.74 2.31
C 3.33 -1.96 -2.67
H -2.94 -1.00 5.03
C 2.30 -1.37 2.22
C -2.09 3.05 1.40
H 2.71 3.48 -4.47
C -1.54 4.74 -0.24
H 4.06 2.46 -4.16
N -0.23 -1.44 -1.53
C -4.27 -1.43 3.39
C -1.39 -2.08 -1.34
H -2.71 5.10 1.52
C 2.06 -1.37 -2.18
H -5.40 -1.73 1.59
C -2.29 -0.41 1.76
H -2.44 -3.94 -1.23
*
```

- LUMO (spin up / spin down) (eV) = -10.54 / -11.31
- highest occupied orbital energy (spin up / spin down) (eV) = -16.85 / -17.12
- E (eV) = -55538.827
- relative energy (zero: lowest compared OMol25 entry of this formula, charge and spin) (kcal per mole) = 11.9

[2]
The following is a quantum chemistry calculation of a 4-piece molecular cluster, C30H34F3NO4P overall in a non-equilibrium geometry, from the Open Molecules 2025 dataset.

```
! wB97M-V def2-TZVPD RIJCOSX def2/J DEFGRID3
* xyz 1 1
C -0.39 1.35 -1.52
H 0.64 0.32 3.59
C -4.37 -2.76 -5.24
H -2.81 0.28 -2.68
F -1.24 -5.04 -3.88
C 3.90 -0.67 6.06
C -4.32 -3.14 -3.91
H 3.07 -1.11 6.61
H 2.12 -6.06 0.60
H -0.58 -0.69 -2.29
H 0.35 2.11 4.05
C 2.09 -4.98 0.68
C 2.74 -2.95 1.81
C -3.27 -3.92 -3.45
C 0.60 3.48 -0.52
H -5.11 -2.84 -3.22
C 0.73 3.99 -1.89
C 0.03 2.13 -0.31
N 0.31 3.23 -2.98
H 1.78 1.27 1.74
H -3.22 -4.24 -2.41
C 0.81 1.83 1.89
C 3.64 0.29 5.10
H -2.95 2.26 -1.44
C -3.11 1.35 -0.79
H 2.19 5.68 -3.49
H 3.26 -2.45 2.62
O -0.19 1.52 0.89
C 1.34 -2.85 -0.13
H -3.41 -2.85 -7.16
C 4.67 0.88 4.38
F 2.37 0.68 4.87
C 0.21 1.30 3.28
H -0.72 -0.55 -0.50
H 0.93 4.10 0.35
H 0.82 -4.71 -1.05
H -4.73 4.38 -0.37
H -1.50 -4.22 -6.32
F 0.65 -2.13 -1.03
O -4.52 1.30 -0.45
H 2.08 6.22 -1.15
H 4.44 1.63 3.63
P 1.41 5.70 -2.30
O 0.21 6.60 -2.55
C 6.25 -0.49 5.59
H -5.75 4.14 1.09
C -2.62 0.07 -1.59
H 6.79 0.94 4.08
H 3.33 -4.92 2.43
H -3.11 -0.88 -1.26
H 1.01 2.92 2.04
C -1.03 -0.08 -1.47
H -6.36 3.45 -0.47
C -4.72 2.30 0.52
O -4.39 2.17 1.67
C 2.02 -2.20 0.88
C 1.37 -4.23 -0.24
H 7.27 -0.79 5.78
H -5.20 -2.15 -5.60
H 1.99 -1.12 0.94
C -2.27 -4.29 -4.33
H 5.41 -1.83 7.04
C -3.36 -3.14 -6.12
C 5.98 0.49 4.63
C -2.30 -3.91 -5.66
C -5.43 3.66 0.13
C 2.77 -4.34 1.71
H 0.40 3.63 -3.91
C -0.22 1.96 -2.85
H -0.91 1.24 3.13
C 5.20 -1.07 6.30
H -0.57 1.37 -3.74
H -2.54 1.40 0.18
*
```

- LUMO (eV) = -4.43
- highest occupied orbital energy (eV) = -11.13
- E (eV) = -58773.690

[3]
The following is a quantum chemistry calculation of C6H6O as an isolated structure in a non-equilibrium geometry, from the Open Molecules 2025 dataset.

```
! wB97M-V def2-TZVPD RIJCOSX def2/J DEFGRID3
* xyz 0 3
C 1.32 0.24 -0.56
O 0.01 1.37 1.10
H -1.66 -1.38 0.06
C 0.10 -0.81 1.36
C -0.83 -0.69 0.20
H 1.64 1.18 -1.01
H 0.08 -1.15 -1.70
C 0.86 0.37 0.86
H -0.59 0.49 -1.66
C -0.06 -0.27 -1.08
H 2.10 -0.51 -0.67
H -1.90 0.67 1.88
C -1.09 0.51 1.20
*
```

- LUMO (spin up / spin down) (eV) = 1.05 / -1.60
- highest occupied orbital energy (spin up / spin down) (eV) = -7.08 / -8.89
- E (eV) = -8358.835
- relative energy (zero: lowest compared OMol25 entry of this formula, charge and spin) (kcal per mole) = 20.6

[4]
The following is a quantum chemistry calculation of C4H4N2Na as an isolated structure, from the Open Molecules 2025 dataset.

```
! wB97M-V def2-TZVPD RIJCOSX def2/J DEFGRID3
* xyz 1 1
H -1.87 1.59 -0.25
C -0.99 0.96 -0.04
N 0.99 0.53 1.22
H -1.42 -0.53 -1.56
H 2.00 -1.19 0.67
Na 0.87 -3.12 -1.75
C 1.13 -0.56 0.46
H -0.20 2.20 1.57
C -0.75 -0.20 -0.76
C -0.08 1.29 0.95
N 0.32 -0.98 -0.52
*
```

- LUMO (eV) = -4.73
- highest occupied orbital energy (eV) = -13.86
- E (eV) = -11603.958
- relative energy (zero: lowest compared OMol25 entry of this formula, charge and spin) (kcal per mole) = 0.0